(1)
A 14-piece molecular cluster, C22H14Cl52FN2 overall in a non-equilibrium geometry. Source: OMol25; level of theory: the ωB97M-V functional and the def2-TZVPD basis.

```
91
Properties=species:S:1:pos:R:3:forces:R:3:lowdin_charge:R:1
C -4.5651 2.2999 -0.7837 0.509 -0.232 0.013 -0.031
C -3.2374 1.5644 -0.9799 -0.415 0.496 -0.333 -0.362
F -2.7092 1.9681 -2.2097 0.084 -0.204 0.119 -0.071
C -2.1937 1.9208 0.0905 -0.456 -0.127 -0.025 -0.060
C -1.9460 0.8687 1.1508 -0.258 0.178 -0.423 -0.149
C -1.1304 1.2026 2.2099 -0.229 0.712 0.293 -0.139
N -0.8740 0.3508 3.1956 0.101 -0.070 -0.429 -0.025
C -1.3787 -0.9008 3.2079 0.364 -0.313 0.312 -0.050
C -2.1670 -1.3165 2.1860 -1.095 -0.504 -0.507 -0.146
C -2.7455 -2.7417 2.0946 0.891 0.540 -0.696 -0.193
N -2.3404 -3.3500 0.8092 -0.230 0.380 0.668 0.020
C -2.4641 -0.4089 1.1605 -0.047 -0.199 0.023 0.085
H -4.4294 3.3444 -1.0852 -0.055 -0.105 0.221 0.090
H -4.8356 2.2354 0.2772 -0.230 0.102 -0.225 0.091
H -5.3440 1.8632 -1.4114 0.040 0.069 0.180 0.047
H -3.4503 0.4958 -1.0831 0.347 0.065 0.067 0.127
H -1.2573 2.1761 -0.4208 -0.075 -0.148 0.130 0.137
H -2.5519 2.8296 0.5936 0.270 -0.087 -0.060 0.136
H -0.6627 2.1759 2.2675 -0.227 -0.018 0.201 0.124
H -0.2503 0.6595 3.9552 -0.179 -0.166 -0.796 0.038
H -1.1349 -1.5581 4.0321 0.145 0.214 -0.024 0.118
H -3.8350 -2.6856 2.1559 0.152 -0.208 0.140 0.131
H -2.3195 -3.3482 2.8989 -0.364 0.070 0.013 0.076
H -1.3667 -3.0984 0.6635 -0.016 -0.343 -0.287 0.060
H -2.8813 -2.9581 0.0457 0.071 -0.156 -0.032 0.070
H -3.1145 -0.7495 0.3624 0.073 0.084 0.070 0.123
C -2.7689 3.5922 -5.3981 0.037 -0.035 -0.014 -2.026
Cl -1.6699 2.2557 -5.7544 -0.005 0.080 0.034 0.518
Cl -4.2645 2.9803 -4.6630 0.175 0.334 -0.194 0.462
Cl -1.9847 4.7085 -4.2710 -0.037 -0.011 -0.005 0.528
Cl -3.1616 4.4433 -6.8936 -0.003 -0.031 0.068 0.547
C 2.9277 1.6157 0.7969 0.366 -0.024 -0.209 -1.983
Cl 3.9246 0.2131 0.4333 -0.069 0.083 0.002 0.536
Cl 1.4476 1.0497 1.6208 0.818 0.015 -0.291 0.635
Cl 3.7956 2.7350 1.8476 0.109 -0.854 -0.236 0.507
Cl 2.4794 2.4367 -0.6980 -0.067 -0.028 0.107 0.564
C 2.9188 6.9901 3.1825 0.129 0.163 0.093 -2.030
Cl 3.2998 5.3012 2.7767 -0.301 0.785 0.201 0.430
Cl 2.6572 7.1296 4.9254 -0.005 -0.036 -0.063 0.532
Cl 4.2565 8.0334 2.6999 -0.092 -0.030 0.108 0.527
Cl 1.4514 7.4738 2.3238 0.041 -0.053 0.001 0.527
C -8.1960 3.8438 -3.2054 -0.018 0.157 -0.020 -2.020
Cl -7.1350 2.4720 -3.5615 -0.253 -0.149 0.027 0.504
Cl -9.6911 3.2496 -2.4660 0.075 -0.051 -0.185 0.516
Cl -7.3716 4.9417 -2.0904 0.117 -0.047 -0.205 0.510
Cl -8.5769 4.6984 -4.6992 0.030 -0.063 0.060 0.556
C -0.4472 0.3579 7.5683 0.193 0.047 0.519 -2.000
Cl 1.0011 -0.5705 7.9457 -0.090 0.044 -0.106 0.565
Cl -1.8307 -0.3063 8.4293 0.051 0.027 -0.149 0.568
Cl -0.2139 2.0457 8.0113 -0.027 -0.092 -0.112 0.565
Cl -0.7635 0.2556 5.8065 -0.218 0.031 1.613 0.649
C -3.4011 -1.7109 -5.7735 -0.103 -0.012 -0.066 -2.049
Cl -4.0889 -0.1519 -5.3054 -0.001 -0.216 0.004 0.479
Cl -2.4216 -1.5062 -7.2280 -0.017 0.003 0.074 0.535
Cl -2.3806 -2.3215 -4.4579 0.003 0.007 -0.001 0.500
Cl -4.7011 -2.8642 -6.0923 0.064 0.032 0.029 0.533
C 4.4621 -3.4676 -1.7948 -0.032 0.051 -0.126 -2.017
Cl 5.3713 -4.9148 -2.2121 -0.120 0.031 0.077 0.540
Cl 3.0001 -3.9060 -0.8880 0.599 0.283 -0.292 0.461
Cl 5.4548 -2.4109 -0.7786 0.153 -0.068 -0.028 0.487
Cl 4.0032 -2.6080 -3.2685 0.013 -0.008 0.073 0.543
C -0.0915 -6.3780 1.2766 -0.112 -0.136 -0.096 -2.017
Cl 0.8563 -7.8134 1.6542 -0.043 0.117 0.000 0.530
Cl 0.8846 -5.2727 0.2900 -0.556 -0.347 0.310 0.463
Cl -1.5401 -6.8414 0.3829 0.089 0.019 0.056 0.540
Cl -0.5592 -5.5664 2.7846 0.064 -0.017 0.039 0.531
C 9.4150 -5.5512 -2.5126 0.012 0.011 -0.028 -2.050
Cl 8.7213 -6.5568 -1.2327 0.009 0.025 -0.029 0.517
Cl 8.8428 -3.8900 -2.3283 0.028 -0.031 -0.014 0.478
Cl 11.1781 -5.5833 -2.3977 -0.061 0.001 0.005 0.529
Cl 8.9139 -6.1757 -4.0889 -0.002 0.012 0.053 0.527
C 1.1709 -11.4728 0.1401 -0.002 -0.032 -0.044 -2.060
Cl 1.3415 -13.1824 -0.2642 -0.008 0.076 0.023 0.535
Cl 1.0358 -11.2915 1.8954 0.015 -0.040 -0.016 0.504
Cl 2.5884 -10.5841 -0.4340 -0.041 -0.011 0.022 0.514
Cl -0.2827 -10.8238 -0.6302 0.040 0.001 0.028 0.512
C -9.1560 5.1591 1.9955 -0.139 0.018 -0.010 -2.045
Cl -9.8776 4.0818 3.1972 0.050 0.030 -0.031 0.526
Cl -9.8425 6.7765 2.1644 0.050 -0.062 -0.002 0.537
Cl -7.4023 5.2341 2.2491 -0.002 -0.003 -0.012 0.499
Cl -9.4835 4.5421 0.3725 -0.083 0.050 0.409 0.471
C 5.5566 7.2203 -1.4311 0.036 0.020 -0.045 -2.050
Cl 4.8700 6.1809 -0.1739 0.007 -0.068 -0.104 0.476
Cl 4.8732 8.8435 -1.2839 0.010 -0.056 0.010 0.526
Cl 7.3103 7.2971 -1.2366 -0.066 -0.007 0.001 0.533
Cl 5.1664 6.5563 -3.0226 0.004 0.019 0.052 0.525
C 10.6650 -0.7664 0.0758 0.100 0.008 -0.018 -2.050
Cl 11.3594 -0.8890 1.6955 -0.044 0.000 -0.048 0.530
Cl 8.9510 -1.2179 0.1365 0.034 0.001 -0.007 0.483
Cl 10.8122 0.8957 -0.5060 -0.025 -0.053 0.017 0.527
Cl 11.5253 -1.8537 -1.0191 -0.053 0.066 0.074 0.514
```
Positions in Å, forces in eV/Å.

- E_HOMO: -12.4 eV
- Net charge: +1
- Spin multiplicity: 1

=====

(2)
A 2-piece molecular cluster, C22H14F3N2O6S2 overall in a non-equilibrium geometry. Source: OMol25; level of theory: the ωB97M-V functional and the def2-TZVPD basis.

```
49
Properties=species:S:1:pos:R:3:forces:R:3:lowdin_charge:R:1
C 3.8084 -0.2328 -3.1433 -0.092 0.068 0.477 -0.110
C 4.1461 0.0077 -1.8093 0.110 0.000 0.096 -0.091
C 3.1996 0.4793 -0.8920 0.037 -0.276 -0.246 -0.069
C 1.8935 0.7203 -1.3170 1.039 0.376 -0.262 -0.243
S 1.0033 1.9617 -0.3634 -2.239 -2.290 0.446 0.618
C -0.3914 1.1552 0.2191 0.924 -0.737 -0.425 -0.284
C -1.3592 0.8887 -0.8467 -0.797 0.711 -0.636 -0.243
C -1.5052 -0.3907 -1.4714 0.392 1.055 0.059 -0.033
C -2.4064 -0.5232 -2.5138 -0.331 0.098 0.108 -0.010
C -3.2695 0.5622 -2.8098 0.675 0.183 0.539 -0.191
N -4.6598 0.2979 -2.9163 -1.205 -0.296 -1.208 -0.340
O -5.4391 1.2806 -2.8736 0.652 -2.014 -0.246 0.015
O -5.0045 -0.9009 -2.9659 -0.260 1.709 -0.059 0.020
C -2.9737 1.8775 -2.4179 0.021 -0.634 0.667 -0.006
C -2.0861 2.0083 -1.3867 0.637 -0.257 0.238 -0.017
O 1.7478 2.3595 0.8076 0.669 0.743 -0.588 -0.388
O 0.6700 2.9086 -1.3927 0.491 1.280 -0.679 -0.323
C 1.4996 0.2925 -2.5984 0.163 0.008 -0.047 -0.055
C 2.4555 -0.2067 -3.4911 0.015 0.065 0.106 -0.094
H 4.5925 -0.3809 -3.8959 -0.402 -0.359 0.360 0.097
H 5.1693 -0.1571 -1.4728 -0.130 0.205 -0.114 0.095
H 3.4408 0.6925 0.1527 0.128 0.093 -0.546 0.093
H -0.7309 1.7387 1.0580 -0.497 0.468 -0.151 0.019
H -0.9107 -1.2356 -1.0896 -0.152 0.515 -0.397 0.120
H -2.4825 -1.4321 -3.1146 -0.426 0.013 0.706 0.116
H -3.5065 2.7269 -2.8158 -0.319 -0.127 0.168 0.115
H -1.9524 3.0071 -0.9620 0.363 -0.504 -0.106 0.121
H 0.4637 0.3749 -2.9259 0.330 0.169 0.114 0.101
H 2.1683 -0.5694 -4.4799 -0.103 0.356 0.210 0.097
F 0.7896 3.1080 5.7824 -0.183 -0.736 -0.710 0.077
C 0.5638 1.9689 5.0823 -0.809 -0.416 -0.174 -0.785
F 1.6086 1.1307 5.3137 -1.023 0.575 0.063 0.080
F -0.5908 1.3996 5.5773 1.404 0.264 0.206 0.043
S 0.2928 2.2675 3.2811 0.532 -1.452 0.383 1.149
N 0.1819 0.5596 2.8950 0.387 1.819 1.179 -0.233
C -1.0534 -0.1130 2.6782 -0.731 0.333 -0.650 -0.415
O -2.1622 0.3745 2.6342 1.317 -0.452 0.688 0.113
C -0.6516 -1.5093 2.3319 -0.276 -0.126 -0.899 -0.084
C 0.7257 -1.5394 2.1696 -0.616 -0.962 -0.601 -0.094
C 1.3529 -2.6164 1.5485 -0.177 -0.059 0.223 0.011
C 0.5573 -3.7257 1.2147 0.079 -0.216 0.350 -0.066
C -0.8192 -3.7435 1.5239 0.189 0.386 -0.581 -0.074
C -1.4603 -2.5591 1.8963 0.189 -0.096 1.162 0.001
C 1.2644 -0.1864 2.3704 1.036 0.139 -0.900 -0.405
O 2.3585 0.1679 1.9890 -1.023 -0.266 1.654 0.096
H 2.4322 -2.5547 1.3823 -0.443 -0.160 -0.237 0.124
H 0.9829 -4.5974 0.6896 -0.083 0.483 0.568 0.105
H -1.4063 -4.6613 1.4242 0.237 0.376 -0.406 0.103
H -2.5471 -2.4814 1.9438 0.302 -0.052 0.097 0.124
```
Positions in Å, forces in eV/Å.

- E_HOMO: -4.1 eV
- Net charge: -1
- Relative energy (zero: lowest compared OMol25 entry of this formula, charge and spin): 227.7 kJ/mol
- Spin multiplicity: 1

=====

(3)
C22H14FN7 in the gas phase in a non-equilibrium geometry. Source: OMol25; level of theory: the ωB97M-V functional and the def2-TZVPD basis.

```
44
Properties=species:S:1:pos:R:3:forces:R:3:lowdin_charge:R:1
F -6.0550 -1.4814 -0.6728 0.308 0.993 -0.385 0.041
C -5.7297 -0.2355 -1.1323 0.375 1.239 -0.129 -0.222
C -6.7521 0.7052 -1.4092 0.304 -1.812 0.535 -0.033
C -6.4202 1.9305 -1.9215 1.415 0.761 -0.721 -0.084
C -5.0651 2.2852 -2.1255 -0.236 -1.070 0.523 -0.019
C -4.0091 1.4003 -1.7596 -1.575 0.319 -0.561 -0.164
C -2.5876 1.7531 -1.9334 0.313 1.043 -0.623 -0.106
C -2.1803 2.6531 -2.9684 -0.146 -0.831 1.240 -0.030
C -0.8501 3.0570 -3.1044 -0.270 -0.431 0.301 -0.090
C 0.1171 2.5463 -2.2521 0.312 0.029 0.542 -0.025
C -0.2386 1.7069 -1.1979 0.224 -0.206 -1.029 -0.219
N 0.6055 1.0287 -0.3075 -0.087 0.189 -0.505 0.169
C -0.1901 0.2499 0.3678 -0.682 0.455 0.080 -0.259
C 0.1868 -0.7400 1.3798 -1.700 1.133 -1.172 -0.176
N -0.8309 -1.4333 2.0547 2.371 0.414 0.533 0.079
N -0.2438 -2.2126 2.9265 -0.768 -0.702 -0.372 0.030
C 1.1103 -2.1326 2.7247 0.845 -0.260 0.449 -0.279
C 2.0897 -2.9193 3.2539 1.965 -0.224 -0.576 0.070
N 3.4382 -2.7326 2.7899 -2.948 1.155 0.191 0.106
C 3.8046 -1.6583 1.9495 -0.609 0.999 -0.385 -0.152
C 5.2743 -1.4727 1.6382 -1.424 0.276 0.335 -0.159
C 5.9718 -0.3457 1.0216 -1.646 -1.448 0.950 -0.096
N 7.2242 -0.6467 0.8393 0.913 -0.163 0.034 0.031
N 7.3975 -1.9003 1.3029 -1.295 -0.767 1.006 -0.025
C 6.2237 -2.4244 1.8531 1.369 0.243 -1.099 -0.051
C 2.8045 -0.8227 1.4293 0.505 -1.416 0.861 0.077
C 1.4362 -1.1382 1.7554 0.765 0.266 -0.186 -0.111
N -1.5117 0.4490 0.0132 -1.130 -1.228 0.608 0.153
C -1.5803 1.3012 -1.0669 0.779 0.345 0.365 -0.133
C -4.3730 0.1320 -1.2985 -0.765 -0.825 0.509 0.034
H -7.7951 0.4484 -1.2506 0.181 -0.154 0.005 0.114
H -7.2138 2.6081 -2.2443 0.312 -0.111 0.256 0.109
H -4.8439 3.2274 -2.5854 0.146 0.381 0.040 0.094
H -2.9240 3.0200 -3.6658 0.024 -0.050 0.082 0.101
H -0.6062 3.7571 -3.8874 0.205 -0.029 -0.118 0.096
H 1.1699 2.7498 -2.3351 0.211 0.367 -0.293 0.104
H 1.8403 -3.7414 3.9566 0.673 0.650 -0.537 0.143
H 4.1728 -3.2142 3.2544 0.308 -0.422 0.320 0.118
H 5.4921 0.6028 0.8032 0.562 -0.112 -0.250 0.114
H 8.3054 -2.3495 1.3764 -0.279 0.601 -0.302 0.152
H 6.1396 -3.4552 2.2157 0.293 0.616 -0.202 0.124
H 3.0650 0.0223 0.7958 -0.151 -0.326 0.041 0.110
H -2.2945 0.0016 0.4887 0.524 0.125 -0.244 0.142
H -3.5745 -0.5791 -1.0719 -0.492 -0.012 -0.117 0.119
```
Positions in Å, forces in eV/Å.

- E_HOMO: -7.7 eV
- SMILES string: Fc1cccc(-c2cccc3nc(-c4nnc5c[nH]c(-c6cn[nH]c6)cc4-5)[nH]c23)c1
- Relative energy (zero: lowest compared OMol25 entry of this formula, charge and spin): 0.0 kJ/mol
- Spin multiplicity: 1

=====

(4)
C22H15BeO4P as an isolated structure in a non-equilibrium geometry. Source: OMol25; level of theory: the ωB97M-V functional and the def2-TZVPD basis.

```
43
Properties=species:S:1:pos:R:3:forces:R:3:lowdin_charge:R:1
Be 1.7510 -1.9416 -1.1661 -1.095 0.811 0.604 -0.322
O 0.5961 -3.9492 0.6769 1.707 3.282 -2.821 0.278
C 1.0455 -3.1681 -0.0402 -2.160 -3.824 3.549 0.090
C 1.0067 -1.6733 -2.7921 -2.385 0.876 -5.340 0.076
O 0.5327 -1.5024 -3.8276 2.071 -0.678 4.207 0.282
C 3.2007 -0.9831 -0.6667 4.568 3.404 1.827 0.091
O 4.1237 -0.3724 -0.3485 -3.548 -2.688 -1.527 0.281
C 2.8327 -3.2113 -1.8711 4.292 -4.863 -2.742 0.066
O 3.5185 -4.0165 -2.3183 -2.603 3.000 1.680 0.302
C -2.7972 -0.8214 3.0823 0.266 0.143 -0.202 -0.043
C -2.7006 -1.7268 2.0282 0.242 0.262 -0.141 -0.049
C -1.7541 -1.5282 1.0223 0.128 0.350 0.574 -0.115
C -0.8847 -0.4208 1.0483 0.050 -1.158 0.884 -0.314
C -0.9995 0.4920 2.1196 -0.137 -0.417 -0.220 -0.063
C -1.9499 0.2872 3.1270 -0.043 -0.405 -0.569 -0.038
P 0.3754 -0.2830 -0.3375 -2.367 0.714 2.409 1.154
C -1.0029 0.2179 -1.4909 0.539 1.326 -0.855 -0.345
C -1.8093 -0.7405 -2.1313 0.257 0.428 -0.037 -0.130
C -2.8664 -0.3421 -2.9562 0.321 0.274 0.386 -0.038
C -3.1398 1.0148 -3.1391 0.329 -0.071 0.258 -0.034
C -2.3569 1.9745 -2.4964 0.040 -0.503 0.124 -0.035
C -1.2961 1.5792 -1.6772 -0.304 -0.307 -0.315 -0.066
C 1.5199 0.8794 0.5670 -0.024 0.916 -1.128 -0.405
C 1.8242 2.1409 0.0348 0.383 -0.079 0.397 -0.079
C 2.6857 3.0050 0.7167 -0.055 -0.316 0.140 -0.033
C 3.2539 2.6158 1.9304 -0.233 -0.195 -0.249 -0.027
C 2.9684 1.3561 2.4635 -0.285 -0.057 -0.531 -0.035
C 2.1080 0.4886 1.7844 -0.035 0.086 -0.214 -0.123
H -3.5283 -0.9801 3.8644 0.036 0.014 -0.013 0.120
H -3.3544 -2.5894 1.9915 0.035 0.040 -0.021 0.118
H -1.6927 -2.2569 0.2279 -0.055 -0.084 -0.149 0.080
H -0.3727 1.3662 2.1946 0.124 0.028 -0.084 0.105
H -2.0279 0.9882 3.9474 0.044 0.049 -0.073 0.119
H -1.6221 -1.7964 -1.9983 -0.040 -0.201 0.005 0.094
H -3.4782 -1.0862 -3.4491 0.037 -0.030 0.061 0.120
H -3.9627 1.3231 -3.7709 0.039 -0.037 0.003 0.122
H -2.5768 3.0268 -2.6253 0.045 -0.043 0.030 0.121
H -0.7284 2.3434 -1.1752 0.141 0.099 0.101 0.093
H 1.4139 2.4589 -0.9097 -0.092 0.034 -0.132 0.098
H 2.9154 3.9781 0.2990 -0.043 -0.066 0.018 0.122
H 3.9217 3.2873 2.4554 -0.041 -0.031 -0.012 0.124
H 3.4138 1.0522 3.4015 -0.052 -0.042 -0.019 0.123
H 1.8938 -0.4859 2.2045 -0.097 -0.040 0.137 0.118
```
Positions in Å, forces in eV/Å.

- E_HOMO: -14.6 eV
- Net charge: +2
- Relative energy (zero: lowest compared OMol25 entry of this formula, charge and spin): 0.0 kJ/mol
- Spin multiplicity: 1